1.
# C3H4N2O2S

One molecule with the formula C3H4N2O2S in a non-equilibrium geometry (the ωB97M-V functional and the def2-TZVPD basis, OMol25).

Properties
**Energy above the lowest of the compared OMol25 structures with the same formula, charge and spin**: 46.5 kcal/mol
**Kohn-Sham gap**: 10.5263 eV
**LUMO energy**: 0.36 eV
**HOMO energy**: -10.1700 eV
**SMILES**: O=C/N=C\N(S)C=O
**F_max**: 2.49 eV/Å

Geometry (Å):
O 2.815 0.763 0.033
C 2.430 -0.297 0.467
N 1.574 -1.119 -0.269
C 0.339 -1.147 -0.445
N -0.586 -0.124 -0.061
S -2.210 -0.672 0.152
C -0.331 1.224 -0.191
O -1.231 2.045 -0.071
H 2.713 -0.707 1.444
H -0.054 -1.937 -1.109
H -2.188 -0.456 1.471
H 0.667 1.406 -0.603

Forces on the atoms, in the same order (eV/Å):
0.317 -0.374 0.428
-1.111 0.740 -0.906
0.945 -0.487 0.774
-0.176 0.926 -0.758
-0.070 -1.904 0.001
0.299 0.278 0.102
-1.814 1.351 -1.034
1.769 -0.930 0.248
0.157 -0.138 -0.048
-0.227 0.351 0.653
-0.258 -0.133 0.136
0.167 0.320 0.403

Atom charges from the Mulliken analysis, given in e for atoms 1 to 8: -0.475 0.129 -0.361 0.097 -0.114 -0.103 0.123 -0.516

2.
# C3H4N2O2S

One molecule with the formula C3H4N2O2S in a non-equilibrium geometry (the ωB97M-V functional and the def2-TZVPD basis, OMol25).

Properties
**Energy above the lowest of the compared OMol25 structures with the same formula, charge and spin**: 41.1 kcal/mol
**Kohn-Sham gap**: 9.5345 eV
**LUMO energy**: -0.60 eV
**HOMO energy**: -10.1367 eV
**SMILES**: O=CN/N=C/C(=O)S
**F_max**: 2.63 eV/Å

Geometry (Å):
O -3.563 -0.327 0.024
C -2.377 -0.601 -0.079
N -1.372 0.337 -0.041
N -0.123 -0.130 0.111
C 0.814 0.765 0.025
C 2.266 0.363 -0.016
O 3.093 1.248 -0.015
S 2.732 -1.339 -0.018
H -1.968 -1.645 -0.129
H -1.611 1.309 0.037
H 0.618 1.818 -0.111
H 1.491 -1.799 0.213

Forces on the atoms, in the same order (eV/Å):
1.635 -0.282 -0.491
-1.535 -0.253 0.855
-0.595 -1.062 0.207
1.711 1.817 -0.843
-0.564 -2.105 0.047
-0.139 0.920 0.662
-0.180 -0.504 -0.272
-0.140 0.013 0.047
-0.273 0.688 -0.110
-0.007 0.456 0.001
0.018 0.313 0.006
0.069 -0.001 -0.110

Atom charges from the Mulliken analysis, given in e for atoms 1 to 8: -0.530 0.123 -0.033 -0.302 0.001 0.337 -0.497 -0.184

3.
# C3H4N2O2S

C3H4N2O2S as an isolated structure in a non-equilibrium geometry (the ωB97M-V functional and the def2-TZVPD basis, OMol25).

Properties
**Energy above the lowest of the compared OMol25 structures with the same formula, charge and spin**: 88.9 kcal/mol
**Kohn-Sham gap**: 8.2619 eV
**LUMO energy**: -0.06 eV
**HOMO energy**: -8.3227 eV
**F_max**: 6.30 eV/Å

Geometry (Å):
C 1.342 -0.375 -0.015
C 1.753 0.930 -0.319
C -0.573 1.075 0.100
H 1.332 -2.408 -0.308
H 2.810 1.591 -0.334
H 0.774 2.798 0.135
H -2.220 -0.154 0.227
N 0.573 1.729 -0.033
N -0.089 -0.207 0.019
O 1.920 -1.553 0.325
O -1.745 1.496 0.171
S -1.414 -1.363 -0.137

Forces on the atoms, in the same order (eV/Å):
-1.291 2.398 -0.742
1.478 0.639 2.100
0.935 0.292 -0.527
2.698 3.788 2.899
-3.121 -2.573 0.132
-1.243 -3.079 -0.639
0.642 -1.480 -0.586
3.564 5.155 -0.594
-1.555 -2.692 0.728
-2.987 -2.825 -3.771
0.947 -1.019 0.249
-0.068 1.397 0.750

Atom charges from the Mulliken analysis, given in e for atoms 1 to 8: 0.413 -0.476 0.480 0.395 0.241 0.302 0.278 -0.106

4.
# C3H4N2O3

C3H4N2O3 as an isolated structure in a non-equilibrium geometry (the ωB97M-V functional and the def2-TZVPD basis, OMol25).

Properties
**Energy above the lowest of the compared OMol25 structures with the same formula, charge and spin**: 97.1 kcal/mol
**Kohn-Sham gap**: 10.5145 eV
**LUMO energy**: 0.25 eV
**HOMO energy**: -10.2598 eV
**F_max**: 5.55 eV/Å

Geometry (Å):
C 0.307 -0.272 -0.307
C 0.376 2.022 0.910
C -1.335 -1.498 -1.074
H 1.451 -0.230 1.051
H -0.951 1.631 -0.559
H 0.125 3.275 0.570
H -2.301 -1.677 -2.022
N 1.308 -0.837 0.082
N -0.156 1.055 0.023
O 1.229 1.656 1.774
O -0.321 -0.639 -1.539
O -1.217 -1.772 0.145

Forces on the atoms, in the same order (eV/Å):
-0.450 3.304 -2.712
3.204 -0.953 0.711
-0.246 0.460 1.593
0.574 -1.946 -2.674
2.601 -2.926 1.348
0.414 -3.842 1.274
3.235 0.185 3.243
1.747 1.066 4.596
-3.226 4.139 -0.853
-3.151 1.980 -2.692
-1.933 -1.114 0.960
-2.768 -0.353 -4.793

Atom charges from the Mulliken analysis, given in e for atoms 1 to 8: 0.636 0.249 0.152 0.386 0.294 0.193 0.273 -0.593

5.
# C3H4N2O3

C3H4N2O3 as an isolated structure in a non-equilibrium geometry (the ωB97M-V functional and the def2-TZVPD basis, OMol25).

Properties
**Energy above the lowest of the compared OMol25 structures with the same formula, charge and spin**: 177.3 kcal/mol
**Kohn-Sham gap**: 8.8158 eV
**LUMO energy**: 0.59 eV
**HOMO energy**: -8.2218 eV
**F_max**: 5.55 eV/Å

Geometry (Å):
C -0.174 0.058 -0.737
C -0.441 -2.107 -0.108
C 0.062 -1.374 0.966
H 0.010 2.940 -1.249
H -0.923 -3.089 -0.245
H 0.355 -1.495 2.111
H 0.868 1.777 0.303
N -0.055 1.232 -1.344
N -0.041 0.036 0.620
O 0.041 2.307 -0.442
O -0.646 -1.142 -1.180
O 0.943 0.855 1.306

Forces on the atoms, in the same order (eV/Å):
-0.901 2.527 1.394
0.741 2.526 1.874
-1.519 0.151 0.678
0.706 -0.428 2.645
0.786 0.827 -0.024
-0.759 -0.421 -3.004
0.256 -0.944 3.063
-1.029 -4.615 -2.897
2.072 -3.021 1.510
-0.209 1.593 -1.690
0.889 0.459 0.265
-1.034 1.346 -3.814

Atom charges from the Mulliken analysis, given in e for atoms 1 to 8: 0.659 -0.315 -0.156 0.492 0.340 0.317 0.459 -0.666

6.
# C3H4N2O3

A 2-piece molecular cluster, C3H4N2O3 overall in a non-equilibrium geometry (the ωB97M-V functional and the def2-TZVPD basis, OMol25).

Properties
**Energy above the lowest of the compared OMol25 structures with the same formula, charge and spin**: 0.0 kcal/mol
**Kohn-Sham gap (spin up / spin down)**: 8.6760 / 8.5556 eV
**⟨S²⟩**: 2.018
**LUMO energy (spin up / spin down)**: -0.21 / -2.59 eV
**HOMO energy (spin up / spin down)**: -8.8833 / -11.1501 eV
**Spin multiplicity**: 3
**F_max**: 3.65 eV/Å

Geometry (Å):
C 1.412 1.734 0.206
C -0.163 -0.041 -0.600
C 0.586 0.637 0.481
N 2.298 2.470 0.036
N 3.800 -0.499 -0.541
O 2.587 -0.356 -0.493
O 4.579 -0.113 0.235
O -1.086 -1.007 -0.163
H 0.656 -0.506 -1.175
H -0.774 0.615 -1.248
H 0.418 0.421 1.544
H -0.672 -1.807 -0.238

Forces on the atoms, in the same order (eV/Å):
0.620 -0.271 0.286
-0.066 -0.106 -0.733
-1.190 1.469 1.111
-0.617 0.088 -0.047
-2.607 0.606 0.631
2.216 -1.378 -1.242
1.627 0.062 0.273
-1.381 2.686 0.667
-0.752 0.094 -0.498
0.786 0.234 0.257
-0.002 -0.103 -0.600
1.366 -3.381 -0.105

Atom charges from the Mulliken analysis, given in e for atoms 1 to 8: 0.346 -0.119 -0.368 -0.472 0.586 -0.359 -0.313 -0.506